1.
A structure of composition C33H29BrN5O6S2ScSi at a distorted geometry, computed with wB97M-V/def2-TZVPD.

Structure (XYZ):
```
78
Properties=species:S:1:pos:R:3:forces:R:3
Sc -0.003 -0.377 -0.666 0.8 -0.7 0.4
Br -6.636 -4.658 -2.004 0.0 0.0 0.0
C -5.167 -3.837 -1.135 0.0 0.0 0.0
C -4.995 -4.014 0.226 0.0 0.0 0.1
C -3.916 -3.412 0.854 0.0 -0.1 0.1
C -3.014 -2.642 0.127 0.2 -0.1 0.1
C -3.187 -2.501 -1.245 0.0 0.1 0.0
C -4.271 -3.083 -1.876 0.0 0.0 0.0
N -1.887 -2.020 0.727 0.1 0.0 -0.4
C -1.981 -1.561 1.895 0.1 0.1 0.2
C -0.859 -0.831 2.527 -0.1 0.0 -0.1
C -0.901 -0.597 3.890 -0.1 0.0 0.1
C 0.100 0.152 4.483 0.0 0.0 0.1
C 1.105 0.661 3.682 0.0 0.0 0.1
C 1.078 0.378 2.329 -0.1 -0.1 -0.1
N 0.133 -0.366 1.752 0.1 0.0 -0.2
H -5.689 -4.622 0.790 0.0 0.0 0.0
H -3.760 -3.576 1.914 0.0 0.0 0.0
H -2.469 -1.929 -1.815 0.0 0.0 0.0
H -4.416 -2.962 -2.941 0.0 0.0 0.0
H -2.906 -1.596 2.475 0.0 -0.1 0.1
H -1.723 -0.996 4.470 0.0 0.0 0.0
H 0.088 0.346 5.547 0.0 0.0 0.0
H 1.892 1.282 4.085 0.0 0.0 0.0
H 1.837 0.776 1.674 0.0 0.0 0.0
O -1.799 0.384 -0.381 -0.9 0.7 0.6
S -2.219 1.664 0.314 -0.2 -0.1 -0.1
O -3.470 1.484 0.995 -0.1 -0.1 -0.1
O -1.151 2.230 1.090 0.1 0.1 0.1
C -2.514 2.667 -1.125 0.0 -0.1 -0.3
C -3.721 3.344 -1.193 0.2 0.0 0.1
C -4.071 4.028 -2.347 -0.1 0.1 0.0
C -3.225 4.023 -3.442 -0.1 0.1 -0.1
C -2.016 3.348 -3.387 0.1 0.0 0.2
C -1.649 2.668 -2.233 -0.1 0.1 0.1
S -0.104 1.776 -2.377 0.0 0.0 -0.4
O -0.457 0.381 -2.736 0.3 0.2 0.2
O 0.679 2.493 -3.331 0.1 0.0 -0.1
O 0.537 1.667 -1.038 0.1 0.4 0.0
H -4.381 3.304 -0.338 0.0 0.0 0.0
H -5.017 4.553 -2.394 0.0 0.0 0.0
H -3.507 4.542 -4.349 0.0 0.0 0.0
H -1.340 3.348 -4.230 0.0 0.0 0.0
C -0.123 -3.614 -5.268 0.0 0.1 -0.1
Si 0.188 -4.525 -3.675 -0.1 0.1 0.1
C 1.788 -5.464 -3.794 0.2 -0.1 0.0
C -1.198 -5.693 -3.258 -0.2 -0.1 0.1
C 0.266 -3.259 -2.358 0.1 0.1 0.2
C 0.239 -2.338 -1.552 0.2 -0.3 -0.3
H -0.283 -4.286 -6.114 0.0 0.0 0.0
H 0.736 -2.975 -5.490 -0.1 0.0 0.0
H -0.996 -2.964 -5.166 0.0 0.0 0.0
H 1.724 -6.215 -4.586 0.0 0.0 0.0
H 2.024 -5.976 -2.858 0.0 0.0 0.0
H 2.616 -4.791 -4.031 0.0 0.0 0.0
H -1.266 -6.527 -3.962 0.0 0.0 0.0
H -2.156 -5.166 -3.253 0.0 0.0 0.0
H -1.042 -6.101 -2.256 0.0 0.0 0.0
N 10.005 4.228 -0.692 0.0 0.0 0.0
C 9.069 3.563 -0.652 -0.1 -0.1 0.0
C 7.895 2.724 -0.605 0.2 0.0 0.0
C 6.678 3.243 -0.177 0.0 0.1 0.0
C 5.562 2.431 -0.119 0.0 0.1 0.0
C 5.656 1.102 -0.507 -0.1 -0.1 0.0
C 6.862 0.580 -0.952 0.0 0.0 -0.1
C 7.983 1.389 -0.993 0.0 0.0 0.0
N 4.507 0.271 -0.438 0.2 -0.1 0.0
C 4.478 -1.095 -0.189 0.0 0.1 0.1
C 3.169 -1.447 -0.195 0.0 0.1 -0.1
N 2.401 -0.329 -0.453 -0.6 -0.5 0.0
C 3.226 0.675 -0.599 0.0 0.1 -0.1
H 6.612 4.280 0.125 0.0 0.0 0.0
H 4.622 2.830 0.238 0.0 0.0 0.0
H 6.922 -0.447 -1.289 0.0 0.0 0.0
H 8.928 0.992 -1.336 0.0 0.0 0.0
H 5.371 -1.666 -0.007 0.0 0.0 0.0
H 2.720 -2.417 -0.063 0.0 0.0 0.0
H 2.934 1.680 -0.859 0.0 0.0 0.0
```
Forces are in eV/Å.

Computed properties:
* net charge: 0
* frontier orbital gap: 7.981 eV
* ΔE to the lowest compared entry with this formula, charge and spin: 6.49 kcal/mol

---

2.
A structure of composition C33H29Cl3N2OPdSSi, computed with wB97M-V/def2-TZVPD.

Structure (XYZ):
```
71
Properties=species:S:1:pos:R:3:forces:R:3
Pd 0.718 0.644 2.335 -0.1 0.0 -0.1
C -0.602 0.311 4.366 0.0 -0.1 0.0
C 0.653 0.925 4.678 0.1 0.0 0.0
C 1.687 0.006 4.381 0.0 0.0 0.0
C 1.084 -1.138 3.812 0.0 0.0 0.0
C -0.340 -0.952 3.835 0.0 0.0 0.0
H -1.576 0.754 4.505 0.0 0.0 0.0
H 0.788 1.905 5.107 0.0 0.0 0.0
H 2.743 0.165 4.518 0.0 0.0 0.0
H 1.597 -2.022 3.471 0.0 0.0 0.0
H -1.069 -1.659 3.471 0.0 0.0 0.0
C 3.926 5.749 2.105 0.0 0.0 0.0
C 2.584 5.398 2.046 0.0 0.0 0.0
C 2.225 4.085 1.774 0.0 0.0 0.0
C 3.186 3.096 1.543 -0.1 0.0 0.0
C 4.529 3.474 1.613 0.0 0.0 0.0
C 4.898 4.783 1.891 0.0 0.0 0.0
Si 2.676 1.316 1.116 0.2 0.0 0.1
C 2.619 1.251 -0.778 0.0 0.0 0.0
C 3.473 0.426 -1.513 0.0 0.0 0.0
C 3.444 0.409 -2.903 0.0 0.0 0.0
C 2.548 1.213 -3.591 0.0 0.0 0.0
C 1.683 2.037 -2.880 0.0 0.0 0.0
C 1.722 2.052 -1.494 0.0 0.0 0.0
H 4.211 6.771 2.322 0.0 0.0 0.0
H 1.821 6.147 2.221 0.0 0.0 0.0
H 1.172 3.820 1.752 0.0 0.0 0.0
H 5.298 2.729 1.444 0.0 0.0 0.0
H 5.947 5.050 1.939 0.0 0.0 0.0
H 3.911 0.533 1.443 0.0 -0.1 0.0
H 4.185 -0.203 -0.989 0.0 0.0 0.0
H 4.132 -0.227 -3.449 0.0 0.0 0.0
H 2.525 1.204 -4.673 0.0 0.0 0.0
H 0.987 2.676 -3.412 0.0 0.0 0.0
H 1.047 2.711 -0.953 0.0 0.0 0.0
Cl 3.182 -3.544 -0.685 0.0 0.0 0.0
C 1.626 -3.078 -1.287 -0.1 0.0 0.0
C 0.491 -3.312 -0.529 0.0 0.0 0.0
C -0.740 -2.909 -1.018 0.0 0.0 0.0
C -0.863 -2.261 -2.241 0.0 0.0 0.0
C -2.197 -1.702 -2.690 0.0 0.0 0.1
C -2.245 -0.170 -2.517 0.1 0.0 0.0
N -1.976 0.328 -1.174 -0.1 0.0 0.0
C -2.870 0.973 -0.348 0.0 0.0 0.1
C -2.216 1.197 0.823 0.0 -0.1 -0.1
N -0.933 0.715 0.723 0.0 0.1 0.0
C -0.818 0.216 -0.484 0.0 0.0 0.0
O -3.263 -2.443 -2.123 -0.1 0.0 -0.1
C -3.967 -1.931 -0.997 0.0 0.0 0.0
C -4.893 -3.004 -0.526 0.0 0.0 0.1
C -4.704 -3.750 0.597 -0.1 0.0 -0.1
Cl -3.408 -3.622 1.719 0.0 0.0 0.0
S -5.933 -4.922 0.837 0.0 0.1 0.0
C -6.739 -4.412 -0.586 0.0 -0.1 0.0
C -6.082 -3.401 -1.208 0.0 0.0 0.0
C 0.293 -2.086 -2.995 0.0 0.0 0.0
Cl 0.217 -1.363 -4.578 0.0 0.0 0.0
C 1.536 -2.482 -2.532 0.1 0.0 0.0
H 0.572 -3.795 0.435 0.0 0.0 0.0
H -1.628 -3.091 -0.429 0.0 0.0 0.0
H -2.287 -1.855 -3.768 0.0 0.0 0.0
H -3.221 0.204 -2.823 0.0 0.0 0.0
H -1.504 0.248 -3.198 0.0 0.0 0.0
H -3.873 1.206 -0.660 0.0 0.0 0.0
H -2.579 1.667 1.721 0.0 0.0 0.0
H 0.083 -0.208 -0.894 0.0 0.0 0.0
H -4.547 -1.047 -1.286 0.0 0.0 0.0
H -3.292 -1.646 -0.187 0.0 0.0 0.0
H -7.655 -4.895 -0.885 0.0 0.0 0.0
H -6.417 -2.944 -2.127 0.0 0.0 0.0
H 2.419 -2.321 -3.133 0.0 0.0 0.0
```
Forces are in eV/Å.

Computed properties:
* spin multiplicity: 3
* net charge: 0
* frontier orbital gap (alpha / beta): 6.383 / 6.816 eV

---

3.
A structure of composition C33H29ClN6O2PPtS, computed with wB97M-V/def2-TZVPD.

Structure (XYZ):
```
74
Properties=species:S:1:pos:R:3:forces:R:3
Pt -0.202 -0.954 -0.207 0.0 0.1 -0.6
N -4.025 1.373 5.872 0.0 0.1 0.0
C -3.701 0.460 4.900 0.0 -0.1 0.0
C -2.653 -0.452 5.108 0.0 0.0 0.0
C -2.301 -1.346 4.123 0.0 0.0 0.0
C -2.977 -1.341 2.906 -0.1 0.1 0.1
C -4.020 -0.453 2.689 0.0 0.0 0.0
C -4.382 0.441 3.680 0.0 0.0 0.0
S -2.533 -2.487 1.665 0.1 0.0 0.0
O -3.301 -2.178 0.490 0.0 0.0 0.0
O -2.532 -3.818 2.187 -0.1 0.0 0.0
N -0.966 -2.059 1.338 0.3 -0.6 0.0
C 0.073 -2.963 1.337 -0.3 0.4 -0.2
N 0.890 -2.621 0.283 0.0 -0.4 0.6
C 1.922 -3.421 0.011 -0.1 0.2 0.2
C 2.164 -4.519 0.810 0.0 -0.1 0.1
C 1.343 -4.706 1.919 0.1 0.0 -0.1
N 0.303 -3.930 2.200 0.0 0.0 -0.1
H -3.701 1.209 6.808 0.0 0.0 0.0
H -4.905 1.852 5.801 0.0 0.0 0.0
H -2.131 -0.458 6.056 0.0 0.0 0.0
H -1.505 -2.061 4.294 0.0 0.0 0.0
H -4.550 -0.478 1.747 0.0 0.0 0.0
H -5.207 1.124 3.517 0.0 0.0 0.0
H 2.548 -3.171 -0.831 0.0 0.0 0.0
H 2.988 -5.183 0.598 0.0 0.0 0.0
H 1.538 -5.511 2.618 0.0 0.0 0.0
Cl -0.884 2.715 -1.921 0.1 0.1 -0.1
C 0.297 2.349 -3.129 -0.1 0.2 0.0
C 0.297 3.172 -4.245 0.0 0.0 0.0
C 1.256 3.010 -5.227 0.0 0.0 0.0
C 2.223 2.030 -5.070 0.0 0.0 0.0
C 2.205 1.216 -3.951 0.0 -0.1 0.0
C 1.233 1.337 -2.947 0.1 -0.3 -0.2
P 1.339 0.195 -1.487 -0.1 0.4 0.2
C 2.172 1.213 -0.223 0.1 0.1 -0.2
C 2.396 2.574 -0.407 0.0 0.0 0.0
C 2.999 3.327 0.592 0.0 0.0 0.0
C 3.393 2.725 1.776 0.0 0.0 0.0
C 3.179 1.365 1.966 0.0 0.0 0.0
C 2.567 0.615 0.977 0.0 -0.1 0.0
C 2.551 -0.996 -2.099 0.1 0.0 -0.1
C 2.090 -1.958 -2.999 0.0 0.0 0.0
C 2.975 -2.850 -3.580 0.0 0.0 0.0
C 4.327 -2.791 -3.257 0.0 0.0 0.0
C 4.787 -1.844 -2.355 0.0 0.0 0.0
C 3.903 -0.938 -1.780 0.0 0.0 0.0
H -0.455 3.944 -4.323 0.0 0.0 0.0
H 1.253 3.654 -6.096 0.0 0.0 0.0
H 2.992 1.892 -5.817 0.0 0.0 0.0
H 2.975 0.467 -3.869 0.0 -0.1 0.0
H 2.104 3.057 -1.329 0.0 0.0 0.0
H 3.164 4.384 0.439 0.0 0.0 0.0
H 3.870 3.311 2.549 0.0 0.0 0.0
H 3.485 0.890 2.888 0.0 0.0 0.0
H 2.404 -0.444 1.141 0.0 0.0 0.0
H 1.034 -2.010 -3.240 0.0 0.0 0.0
H 2.613 -3.590 -4.281 0.0 0.0 0.0
H 5.020 -3.487 -3.710 0.0 0.0 0.0
H 5.838 -1.800 -2.104 0.0 0.0 0.0
H 4.269 -0.195 -1.083 0.0 0.0 0.0
N -5.035 2.862 -0.271 0.0 0.0 0.0
C -3.951 2.054 -0.286 0.0 0.0 0.0
C -2.861 2.278 0.569 0.0 0.0 0.0
C -1.793 1.422 0.533 0.0 -0.2 0.3
N -1.732 0.363 -0.290 0.0 0.2 0.1
C -2.774 0.133 -1.103 0.0 0.0 0.0
C -3.878 0.943 -1.138 0.0 -0.1 0.0
H -5.040 3.706 0.273 0.0 0.0 0.0
H -5.792 2.718 -0.913 0.0 0.0 0.0
H -2.856 3.106 1.264 0.0 0.0 0.0
H -0.941 1.564 1.186 0.0 0.0 0.0
H -2.707 -0.743 -1.731 0.0 0.0 0.0
H -4.688 0.705 -1.813 0.0 0.0 0.0
```
Forces are in eV/Å.

Computed properties:
* net charge: +1
* frontier orbital gap: 8.024 eV
* ΔE to the lowest compared entry with this formula, charge and spin: 0.00 kcal/mol